{"formula": "C33H53BClFINO11", "method": "ωB97M-V/def2-TZVPD", "homo_energy_ha": -0.3024, "largest_force_ev_per_a": 8.389, "energy_ev": -83086.617, "charge": 0, "smiles": "CCOC(=O)CCCc1c(N)c(Cl)c2c(c1I)C(=O)c1c(C)c(F)c(B(O)CC)c(O)c1C2=O.CCO.CCO.CCO.CCO.CCO", "orbital_gap_ev": 6.75, "symbols": ["C", "C", "O", "C", "O", "C", "C", "C", "C", "C", "N", "C", "Cl", "C", "C", "C", "I", "C", "O", "C", "C", "C", "C", "F", "C", "B", "O", "C", "C", "C", "O", "C", "C", "O", "H", "H", "H", "H", "H", "H", "H", "H", "H", "H", "H", "H", "H", "H", "H", "H", "H", "H", "H", "H", "H", "H", "H", "C", "C", "O", "H", "H", "H", "H", "H", "H", "C", "C", "O", "H", "H", "H", "H", "H", "H", "C", "C", "O", "H", "H", "H", "H", "H", "H", "C", "C", "O", "H", "H", "H", "H", "H", "H", "C", "C", "O", "H", "H", "H", "H", "H", "H"], "positions_angstrom": [[-2.97, 1.01, -6.38], [-1.42, 1.52, -6.64], [-0.41, 0.80, -5.86], [0.20, -0.31, -6.62], [-0.55, -0.94, -7.57], [1.71, -0.94, -6.38], [2.20, -0.95, -4.82], [1.66, -2.23, -3.93], [0.50, -1.59, -2.91], [-1.07, -1.63, -3.38], [-1.58, -2.25, -4.69], [-2.23, -0.96, -2.41], [-4.02, -0.96, -2.95], [-1.73, -0.31, -0.99], [-0.14, -0.30, -0.49], [1.02, -0.94, -1.46], [3.11, -0.87, -0.81], [0.13, 0.37, 1.01], [0.96, -0.12, 1.92], [-0.80, 1.72, 1.34], [-0.21, 3.01, 2.18], [1.34, 3.04, 2.81], [-1.13, 4.35, 2.45], [-0.52, 5.48, 3.21], [-2.69, 4.37, 1.85], [-3.56, 5.77, 2.13], [-4.93, 5.71, 2.71], [-2.76, 7.19, 1.76], [-3.72, 8.31, 1.04], [-3.36, 3.08, 1.03], [-4.72, 3.07, 0.48], [-2.37, 1.76, 0.79], [-2.87, 0.38, -0.01], [-4.11, -0.08, 0.20], [-3.06, -0.16, -6.22], [-3.52, 1.62, -5.52], [-3.61, 1.23, -7.36], [-1.39, 2.65, -6.25], [-1.22, 1.58, -7.79], [1.76, -2.03, -6.83], [2.48, -0.28, -7.00], [3.39, -1.06, -4.83], [1.99, 0.05, -4.23], [2.58, -2.66, -3.32], [1.25, -3.12, -4.58], [-0.83, -2.82, -5.15], [-2.33, -2.96, -4.45], [1.72, 4.15, 2.62], [1.29, 2.95, 4.00], [2.04, 2.23, 2.32], [-5.42, 6.57, 2.57], [-2.31, 7.61, 2.78], [-1.83, 6.98, 1.06], [-3.02, 9.03, 0.39], [-4.49, 7.72, 0.35], [-4.27, 8.93, 1.90], [-4.69, 2.47, -0.34], [4.37, -4.87, -8.19], [3.99, -3.73, -7.27], [4.54, -3.94, -5.98], [4.00, -5.82, -7.79], [3.95, -4.72, -9.19], [5.46, -4.96, -8.27], [2.91, -3.65, -7.18], [4.37, -2.77, -7.66], [5.51, -4.00, -6.08], [-1.39, 3.42, 7.02], [0.07, 3.31, 6.64], [0.29, 3.89, 5.36], [-2.02, 2.91, 6.28], [-1.57, 2.98, 8.00], [-1.71, 4.47, 7.04], [0.38, 2.27, 6.60], [0.70, 3.84, 7.37], [0.01, 4.82, 5.41], [-0.96, -1.57, 6.64], [0.19, -0.70, 7.11], [-0.32, 0.45, 7.78], [-1.61, -1.01, 5.96], [-0.58, -2.46, 6.12], [-1.57, -1.89, 7.49], [0.79, -0.36, 6.26], [0.84, -1.25, 7.79], [-0.84, 0.14, 8.54], [8.06, -6.54, -4.57], [8.03, -5.62, -5.77], [7.25, -4.48, -5.49], [7.04, -6.85, -4.29], [8.66, -7.44, -4.77], [8.48, -6.03, -3.70], [7.59, -6.13, -6.63], [9.04, -5.30, -6.04], [7.65, -4.03, -4.73], [-4.58, -3.93, 9.91], [-3.48, -2.94, 9.56], [-4.05, -1.77, 9.00], [-5.16, -4.19, 9.02], [-4.16, -4.84, 10.34], [-5.28, -3.48, 10.63], [-2.80, -3.38, 8.82], [-2.90, -2.67, 10.44], [-4.64, -1.38, 9.66]]}

---

{"formula": "C33H55AsGeN3O5Y", "method": "ωB97M-V/def2-TZVPD", "s2": 0.78, "homo_energy_ha": [-0.5796, -0.5796], "largest_force_ev_per_a": 2.403, "energy_ev": -168201.164, "charge": 3, "multiplicity": 2, "orbital_gap_ev": [8.29, 5.40], "symbols": ["Y", "C", "C", "C", "C", "O", "Ge", "O", "C", "C", "C", "C", "O", "C", "C", "C", "C", "H", "H", "H", "H", "H", "H", "H", "H", "H", "H", "H", "H", "H", "H", "H", "H", "H", "H", "H", "H", "H", "H", "H", "H", "H", "H", "H", "O", "C", "O", "C", "C", "C", "C", "C", "C", "C", "C", "C", "N", "H", "H", "H", "H", "H", "H", "C", "As", "C", "C", "C", "C", "C", "C", "C", "C", "H", "H", "H", "H", "H", "H", "H", "H", "H", "H", "H", "H", "H", "N", "C", "C", "N", "H", "H", "H", "H", "H", "H", "H", "H", "H"], "positions_angstrom": [[0.07, -0.11, -1.15], [3.64, -2.88, -0.59], [2.68, -1.95, 0.06], [1.69, -2.72, 0.96], [3.39, -0.78, 0.77], [1.92, -1.26, -0.98], [1.96, -1.59, -2.96], [1.38, 0.28, -2.95], [2.23, 1.43, -3.21], [1.93, 1.96, -4.58], [3.75, 0.99, -3.25], [2.02, 2.42, -2.09], [0.02, -1.86, -2.66], [-0.58, -3.09, -3.09], [-1.99, -3.14, -2.56], [-0.56, -3.14, -4.61], [0.19, -4.31, -2.56], [4.20, -3.44, 0.14], [4.35, -2.29, -1.19], [3.12, -3.59, -1.26], [2.20, -3.23, 1.78], [1.20, -3.47, 0.37], [0.92, -2.03, 1.33], [4.19, -1.12, 1.47], [2.63, -0.23, 1.38], [3.80, -0.10, 0.05], [2.36, 1.27, -5.32], [2.36, 2.95, -4.73], [0.87, 2.01, -4.74], [3.94, 0.28, -4.07], [4.10, 0.58, -2.32], [4.33, 1.91, -3.42], [0.97, 2.71, -2.08], [2.56, 3.36, -2.27], [2.32, 1.99, -1.14], [-2.56, -2.20, -2.70], [-1.96, -3.39, -1.48], [-2.44, -3.97, -3.02], [-1.12, -2.33, -5.05], [-0.91, -4.09, -5.00], [0.51, -3.03, -4.93], [0.21, -4.34, -1.48], [1.16, -4.30, -3.04], [-0.25, -5.18, -3.01], [-2.44, 2.25, 1.30], [-1.71, 1.92, 0.36], [-0.60, 1.27, 0.49], [-2.17, 2.22, -1.04], [-3.11, 3.23, -1.22], [-3.48, 3.53, -2.48], [-3.00, 2.83, -3.59], [-3.34, 3.10, -4.94], [-2.91, 2.28, -5.93], [-2.11, 1.15, -5.63], [-1.76, 0.87, -4.32], [-2.14, 1.73, -3.29], [-1.72, 1.46, -2.02], [-3.48, 3.85, -0.41], [-4.07, 4.40, -2.67], [-4.02, 3.92, -5.10], [-3.13, 2.54, -6.97], [-1.77, 0.50, -6.40], [-1.13, 0.03, -4.10], [-0.70, 0.96, 4.57], [0.94, 0.50, 3.62], [1.75, 2.24, 3.60], [2.09, -0.56, 5.06], [1.83, 0.00, 6.33], [2.66, 1.03, 6.88], [2.42, 1.52, 8.15], [1.31, 1.01, 8.92], [0.54, -0.02, 8.39], [0.75, -0.51, 7.15], [-0.55, 1.71, 5.39], [-1.15, 0.00, 4.95], [-1.35, 1.41, 3.82], [1.71, 2.78, 4.55], [1.14, 2.79, 2.85], [2.76, 2.19, 3.17], [3.12, -0.47, 4.73], [1.63, -1.55, 4.95], [3.53, 1.31, 6.30], [3.02, 2.24, 8.70], [1.11, 1.39, 9.91], [-0.27, -0.41, 9.04], [0.15, -1.29, 6.75], [-4.94, 0.50, 1.07], [-4.02, -0.64, 1.38], [-3.12, -0.89, 0.14], [-1.70, -1.29, 0.50], [-5.52, 0.77, 1.91], [-5.59, 0.30, 0.33], [-4.37, 1.35, 0.84], [-4.56, -1.49, 1.69], [-3.45, -0.27, 2.23], [-3.15, 0.00, -0.49], [-3.54, -1.69, -0.40], [-1.71, -2.26, 0.83], [-1.43, -0.73, 1.33]]}